1.
Here is C45H56CdN6PS2 as an isolated structure from the Open Molecules 2025 dataset. Energies are from ωB97M-V/def2-TZVPD.

```
111
C45H56CdN6PS2 (ωB97M-V/def2-TZVPD)
Cd -1.80 -0.41 0.07
N -0.37 -0.27 3.35
C -1.03 -1.47 3.94
C -1.23 -2.60 2.95
N -2.17 -2.45 1.83
C -3.58 -2.39 2.26
C -4.19 -0.99 2.35
N -4.06 -0.29 1.07
C -1.97 -3.64 0.97
C -2.41 -3.44 -0.47
N -1.49 -2.50 -1.11
H -0.93 0.16 2.58
H -0.34 0.46 4.07
H -1.96 -1.14 4.40
H -0.37 -1.84 4.73
H -1.51 -3.47 3.57
H -0.25 -2.83 2.52
H -3.70 -2.90 3.23
H -4.18 -2.94 1.53
H -3.68 -0.39 3.11
H -5.23 -1.10 2.67
H -4.20 0.71 1.19
H -4.73 -0.61 0.38
H -2.48 -4.51 1.40
H -0.90 -3.86 0.95
H -3.42 -3.02 -0.52
H -2.43 -4.42 -0.95
H -1.79 -2.25 -2.05
H -0.56 -2.91 -1.19
C 1.15 -5.76 1.91
C 2.00 -5.56 0.68
C 2.46 -6.70 0.02
C 3.19 -6.61 -1.15
C 3.48 -5.37 -1.69
C 3.05 -4.22 -1.04
C 2.33 -4.30 0.16
P 1.60 -2.76 0.82
C 2.35 -1.37 -0.10
C 1.41 -0.65 -0.86
C 1.77 0.48 -1.56
C 3.08 0.93 -1.49
C 4.01 0.21 -0.77
C 3.68 -0.95 -0.07
C 4.76 -1.69 0.66
C 2.30 -2.56 2.52
C 3.21 -3.46 3.07
C 3.64 -3.34 4.39
C 3.17 -2.30 5.18
C 2.30 -1.38 4.64
C 1.85 -1.50 3.32
C 0.99 -0.42 2.73
H 1.68 -6.37 2.65
H 0.23 -6.29 1.65
H 0.88 -4.82 2.40
H 2.22 -7.67 0.43
H 3.53 -7.51 -1.65
H 4.05 -5.28 -2.61
H 3.28 -3.25 -1.46
H 0.39 -1.01 -0.91
H 1.02 1.00 -2.15
H 3.38 1.83 -2.01
H 5.04 0.55 -0.75
H 5.73 -1.52 0.18
H 4.58 -2.77 0.67
H 4.84 -1.35 1.70
H 3.58 -4.27 2.47
H 4.35 -4.05 4.79
H 3.50 -2.21 6.21
H 1.97 -0.54 5.24
H 1.47 0.55 2.82
H 0.81 -0.58 1.67
S -2.30 0.89 -1.92
C -1.26 2.26 -1.47
N -0.91 3.06 -2.58
C -0.34 4.35 -2.25
C 0.69 4.17 -1.13
N 0.06 3.63 0.06
C -0.27 4.62 1.08
C -1.26 5.68 0.66
C -0.88 7.02 0.61
C -1.78 8.00 0.20
C -3.07 7.65 -0.17
C -3.46 6.32 -0.11
C -2.57 5.34 0.31
C -0.88 2.60 -0.21
S -1.42 1.76 1.27
C -0.29 2.42 -3.73
C -0.90 2.84 -5.05
C -2.27 2.73 -5.25
C -2.82 3.07 -6.48
C -2.01 3.52 -7.51
C -0.65 3.65 -7.31
C -0.10 3.32 -6.08
H -1.12 5.03 -1.91
H 0.12 4.78 -3.14
H 1.18 5.12 -0.88
H 1.46 3.47 -1.48
H 0.67 5.09 1.38
H -0.65 4.08 1.95
H 0.13 7.30 0.90
H -1.47 9.04 0.17
H -3.76 8.41 -0.50
H -4.46 6.04 -0.40
H -2.88 4.31 0.35
H -0.40 1.34 -3.62
H 0.79 2.64 -3.75
H -2.90 2.39 -4.44
H -3.89 2.98 -6.63
H -2.44 3.78 -8.47
H -0.01 4.02 -8.10
H 0.97 3.42 -5.92
```

## Properties
Net charge ... +1
E_LUMO ... -2.30 eV
Gap between HOMO and LUMO ... 0.21997 Ha

***

2.
Here is C45H57N6P4Re as an isolated structure at a distorted geometry from the Open Molecules 2025 dataset. Energies are from ωB97M-V/def2-TZVPD.

```
113
C45H57N6P4Re (ωB97M-V/def2-TZVPD)
Re 0.17 0.41 0.74
C -5.08 1.88 -1.41
C -4.48 0.65 -1.63
C -3.41 0.24 -0.85
C -2.94 1.07 0.17
C -3.56 2.30 0.40
C -4.61 2.71 -0.40
N -1.91 0.64 1.06
C -2.30 0.53 2.36
C -3.64 0.40 2.78
C -3.93 0.25 4.11
C -2.91 0.23 5.08
C -1.59 0.34 4.70
C -1.28 0.48 3.34
N 0.01 0.73 2.87
N 0.85 0.97 3.81
C 1.96 1.76 3.80
C 2.62 1.85 5.04
C 3.62 2.79 5.20
C 3.91 3.62 4.13
C 3.24 3.43 2.92
N 2.30 2.51 2.75
H -5.93 2.18 -2.02
H -4.85 -0.01 -2.41
H -2.96 -0.73 -0.99
H -3.20 2.93 1.20
H -5.08 3.67 -0.23
H -4.43 0.38 2.05
H -4.96 0.12 4.42
H -3.16 0.11 6.12
H -0.79 0.31 5.42
H 2.32 1.19 5.85
H 4.14 2.89 6.14
H 4.65 4.41 4.22
H 3.48 4.04 2.05
C 4.10 0.38 2.00
P 2.72 0.53 0.79
C 3.28 -0.86 -0.24
C 3.08 2.01 -0.23
C 4.33 2.14 -0.83
C 4.62 3.22 -1.65
C 3.66 4.20 -1.86
C 2.42 4.10 -1.26
C 2.11 3.01 -0.45
P 0.40 2.82 0.18
C -0.62 3.55 -1.14
C 0.00 4.06 1.46
H 4.86 -0.25 1.55
H 3.76 -0.08 2.93
H 4.53 1.35 2.23
H 4.21 -0.62 -0.76
H 2.52 -1.14 -0.95
H 3.48 -1.71 0.42
H 5.10 1.40 -0.66
H 5.58 3.28 -2.14
H 3.89 5.05 -2.49
H 1.69 4.89 -1.42
H -0.30 3.24 -2.12
H -0.54 4.63 -1.06
H -1.67 3.28 -0.99
H 0.47 5.00 1.18
H 0.30 3.78 2.46
H -1.09 4.20 1.43
C -1.52 -2.47 2.12
P -0.29 -2.10 0.84
C -1.27 -2.36 -0.69
N -2.27 -3.19 -0.60
C -3.08 -3.40 -1.65
C -4.19 -4.26 -1.56
C -5.01 -4.41 -2.65
C -4.75 -3.72 -3.86
C -3.68 -2.89 -3.98
C -2.82 -2.70 -2.87
N -1.79 -1.84 -2.94
C -1.02 -1.64 -1.90
P 0.19 -0.23 -2.04
C -0.91 0.97 -2.87
C 1.35 -0.63 -3.55
C 1.79 0.74 -4.10
C 2.61 -1.42 -3.23
C 0.57 -1.40 -4.61
C 0.82 -3.63 0.94
C -0.03 -4.88 1.22
C 1.79 -3.40 2.11
C 1.57 -3.86 -0.38
H -1.92 -3.47 1.96
H -2.35 -1.77 2.07
H -1.07 -2.41 3.11
H -4.38 -4.79 -0.63
H -5.86 -5.07 -2.58
H -5.42 -3.87 -4.70
H -3.46 -2.36 -4.90
H -1.33 0.51 -3.76
H -0.32 1.84 -3.16
H -1.71 1.28 -2.21
H 2.08 1.44 -3.30
H 1.02 1.21 -4.71
H 2.66 0.59 -4.73
H 3.33 -0.84 -2.67
H 3.09 -1.66 -4.19
H 2.41 -2.37 -2.73
H -0.39 -0.97 -4.86
H 0.43 -2.44 -4.33
H 1.19 -1.38 -5.52
H -0.32 -4.95 2.27
H 0.59 -5.75 0.99
H -0.91 -4.94 0.59
H 1.27 -3.03 3.00
H 2.57 -2.69 1.86
H 2.27 -4.34 2.38
H 0.88 -4.10 -1.18
H 2.24 -4.71 -0.25
H 2.18 -3.01 -0.67
```

## Properties
⟨S²⟩ ... 3.95
Net charge ... +3
Multiplicity ... 4
E_LUMO (spin up / spin down) ... -9.25 / -10.20 eV
Gap between HOMO and LUMO (spin up / spin down) ... 0.23454 / 0.20630 Ha
ΔE to the lowest compared entry with this formula, charge and spin ... 60.5 kJ/mol

***

3.
Here is C45H58As2Cl2I2MoN6O6 as an isolated structure from the Open Molecules 2025 dataset. Energies are from ωB97M-V/def2-TZVPD.

```
122
C45H58As2Cl2I2MoN6O6 (ωB97M-V/def2-TZVPD)
Mo 0.50 -0.16 0.01
I -2.24 6.52 -3.19
C -1.61 4.84 -2.16
C -0.50 4.13 -2.60
C -0.11 3.01 -1.90
I 1.64 2.02 -2.44
C -0.82 2.56 -0.79
O -0.34 1.42 -0.15
C -1.89 3.30 -0.30
C -2.54 3.02 1.02
N -3.10 1.69 1.14
C -4.40 1.56 0.47
C -4.40 1.05 -0.95
C -5.63 0.71 -1.51
C -5.69 0.33 -2.83
C -4.51 0.31 -3.57
C -3.33 0.65 -2.92
N -3.26 0.99 -1.63
C -2.27 4.43 -1.01
H 0.06 4.47 -3.46
H -1.78 3.15 1.80
H -3.30 3.78 1.21
H -3.30 1.55 2.12
H -5.02 0.90 1.07
H -4.92 2.53 0.44
H -6.54 0.77 -0.92
H -6.63 0.07 -3.29
H -4.50 0.05 -4.61
H -2.40 0.68 -3.47
H -3.10 5.02 -0.64
O -6.21 -4.32 -2.03
C -5.13 -5.06 -2.54
N -4.00 -4.21 -2.90
C -3.15 -3.78 -1.95
O -3.25 -4.08 -0.77
C -2.02 -2.90 -2.40
C -1.42 -2.94 -3.65
C -0.34 -2.10 -3.89
C 0.11 -1.28 -2.88
N -0.46 -1.23 -1.67
C -1.50 -2.04 -1.45
H -6.05 -4.15 -1.09
H -5.47 -5.56 -3.44
H -4.77 -5.80 -1.82
H -4.00 -3.77 -3.80
H -1.78 -3.61 -4.42
H 0.16 -2.10 -4.85
H 0.97 -0.65 -3.04
H -1.98 -2.01 -0.48
Cl 2.55 -3.88 -2.17
C 3.25 -3.02 -0.78
Cl 4.85 -2.42 -1.12
C 2.28 -1.92 -0.44
O 2.44 -0.71 -0.78
O 1.20 -2.21 0.14
H 3.29 -3.72 0.05
C 2.81 0.80 3.50
As 2.10 1.15 1.73
C 3.66 1.83 0.79
C 1.12 2.82 2.09
C 1.89 3.83 2.90
C 2.71 4.77 2.27
C 3.44 5.68 3.02
C 3.35 5.67 4.40
C 2.52 4.76 5.04
C 1.79 3.85 4.29
H 3.53 1.59 3.70
H 3.27 -0.18 3.52
H 2.01 0.86 4.23
H 4.43 2.09 1.52
H 3.37 2.73 0.25
H 4.04 1.10 0.09
H 0.21 2.52 2.61
H 0.85 3.23 1.12
H 2.75 4.80 1.19
H 4.07 6.40 2.51
H 3.92 6.39 4.98
H 2.43 4.77 6.11
H 1.13 3.15 4.79
C 4.89 -4.86 3.00
N 3.90 -3.81 3.18
C 2.58 -4.26 3.58
C 4.04 -2.55 2.66
O 3.07 -1.94 2.17
N 5.28 -1.99 2.73
C 5.58 -0.80 1.96
C 6.27 -2.33 3.75
H 4.45 -5.68 2.44
H 5.24 -5.26 3.96
H 5.75 -4.49 2.45
H 2.66 -4.83 4.50
H 2.13 -4.91 2.82
H 1.94 -3.41 3.74
H 4.80 -0.63 1.23
H 6.53 -0.92 1.45
H 5.65 0.08 2.62
H 5.83 -2.97 4.51
H 6.60 -1.41 4.23
H 7.14 -2.82 3.32
C -0.42 -3.05 2.18
As -0.99 -1.23 1.87
C -0.56 -0.46 3.59
C -2.95 -1.42 1.95
C -3.36 -2.52 2.88
C -3.57 -2.25 4.23
C -3.97 -3.25 5.10
C -4.18 -4.54 4.62
C -3.98 -4.82 3.27
C -3.57 -3.82 2.40
H -0.79 -3.34 3.17
H 0.66 -3.10 2.14
H -0.86 -3.71 1.43
H -1.14 -0.96 4.36
H -0.77 0.61 3.60
H 0.50 -0.62 3.76
H -3.33 -1.56 0.93
H -3.32 -0.47 2.31
H -3.45 -1.24 4.60
H -4.14 -3.03 6.14
H -4.50 -5.32 5.29
H -4.15 -5.82 2.90
H -3.42 -4.04 1.35
```

## Properties
Net charge ... +2
E_LUMO (spin up / spin down) ... -6.43 / -6.40 eV
Gap between HOMO and LUMO (spin up / spin down) ... 0.23727 / 0.23757 Ha

***

4.
Here is C45H58InN11O3P as an isolated structure at a distorted geometry from the Open Molecules 2025 dataset. Energies are from ωB97M-V/def2-TZVPD.

```
119
C45H58InN11O3P (ωB97M-V/def2-TZVPD)
In 0.02 -0.22 -0.46
C 2.91 -2.01 -4.49
C 1.93 -1.93 -3.32
C 2.58 -2.51 -2.07
P 1.37 -0.21 -2.84
C 0.49 0.85 -4.13
C 0.39 2.24 -3.50
C 1.02 0.93 -5.55
C 2.89 0.65 -2.47
C 3.73 1.03 -3.51
C 4.90 1.73 -3.30
C 5.86 1.99 -4.42
C 5.19 2.14 -1.99
C 4.36 1.81 -0.95
C 3.20 1.01 -1.12
N 2.53 0.51 -0.07
C 2.81 1.04 1.18
C 3.49 0.21 2.09
C 3.92 -1.15 1.65
C 3.80 0.69 3.35
C 3.43 1.97 3.75
C 3.74 2.45 5.13
C 2.78 2.79 2.83
C 2.48 2.36 1.55
C 1.81 3.28 0.57
H 3.17 -3.06 -4.64
H 3.83 -1.48 -4.27
H 2.49 -1.63 -5.41
H 1.04 -2.51 -3.57
H 3.44 -1.89 -1.78
H 2.94 -3.52 -2.26
H 1.87 -2.55 -1.24
H -0.52 0.44 -4.16
H 1.38 2.67 -3.33
H -0.14 2.19 -2.54
H -0.17 2.90 -4.15
H 1.95 1.50 -5.60
H 0.29 1.45 -6.16
H 1.18 -0.05 -5.99
H 3.48 0.73 -4.52
H 5.41 1.80 -5.38
H 6.73 1.33 -4.32
H 6.22 3.01 -4.38
H 6.08 2.71 -1.81
H 4.64 2.10 0.06
H 3.09 -1.66 1.15
H 4.29 -1.74 2.48
H 4.72 -1.06 0.92
H 4.33 0.06 4.04
H 4.75 2.17 5.41
H 3.06 1.99 5.85
H 3.64 3.53 5.21
H 2.51 3.79 3.12
H 1.38 4.14 1.09
H 1.02 2.76 0.02
H 2.53 3.66 -0.16
C -1.32 -2.23 -5.29
C -1.69 -3.39 -4.38
C -2.48 -3.00 -3.10
C -3.11 -4.30 -2.55
C -3.97 -4.12 -1.31
C -3.60 -2.07 -3.53
O -4.55 -2.45 -4.18
N -3.49 -0.75 -3.16
C -2.52 -0.20 -2.34
O -2.49 0.98 -2.06
N -1.60 -1.05 -1.86
C -1.52 -2.37 -2.09
O -0.64 -3.00 -1.53
H -0.77 -2.60 -6.15
H -0.70 -1.50 -4.78
H -2.21 -1.73 -5.67
H -0.78 -3.92 -4.06
H -2.30 -4.09 -4.94
H -2.32 -5.01 -2.33
H -3.74 -4.70 -3.35
H -3.40 -3.73 -0.47
H -4.39 -5.08 -1.02
H -4.81 -3.45 -1.50
H -4.22 -0.13 -3.50
N -6.17 -1.33 0.36
C -5.05 -1.15 1.08
C -3.77 -1.11 0.49
N -2.68 -0.84 1.18
C -2.84 -0.65 2.49
C -4.09 -0.72 3.08
N -5.19 -0.96 2.40
H -6.12 -1.67 -0.58
H -7.04 -1.39 0.86
H -3.67 -1.29 -0.56
H -1.96 -0.46 3.08
H -4.22 -0.57 4.15
C -1.45 2.72 1.94
C -0.56 1.67 2.49
N -0.14 0.61 1.85
C 0.56 -0.16 2.72
C 0.58 0.46 3.93
N -0.12 1.63 3.78
C -0.46 2.52 4.85
N -1.81 2.28 5.29
N -2.76 3.23 5.12
N -3.87 2.81 5.53
C -3.73 1.53 6.00
C -4.65 0.64 6.56
C -4.18 -0.61 6.90
C -2.84 -0.97 6.70
C -1.91 -0.10 6.17
C -2.37 1.16 5.83
H -1.71 2.44 0.91
H -0.98 3.70 1.94
H -2.36 2.78 2.53
H 0.98 -1.10 2.42
H 1.04 0.20 4.86
H -0.42 3.57 4.53
H 0.24 2.35 5.68
H -5.67 0.92 6.70
H -4.85 -1.33 7.34
H -2.52 -1.97 6.97
H -0.89 -0.40 6.03
```

## Properties
Net charge ... +1
E_LUMO ... -4.31 eV
Gap between HOMO and LUMO ... 0.18789 Ha